(1)
The following is a quantum chemistry calculation of a cluster of 2 separate species, C3N2O2 in total in a non-equilibrium geometry, from OMol25.

XYZ file:
```
7
Properties=species:S:1:pos:R:3:lowdin_charge:R:1
C 0.536 1.448 -0.017 -0.320
C -2.790 -1.013 -0.512 -0.009
C 1.556 -0.777 0.024 -0.256
N 0.122 2.512 0.073 0.160
N 0.944 0.232 -0.151 0.192
O -2.450 -0.608 0.484 0.009
O 2.084 -1.794 0.099 0.224
```

Electronic energy: -10184.711 eV
LUMO: 0.011 hartree
Relative energy (zero: lowest compared OMol25 entry of this formula, charge and spin): 64.3 kJ/mol
Charge: 0
Spin multiplicity: 1
M: 96.0 g/mol
Strongest force on any atom: 0.0198 Eh/bohr


(2)
The following is a quantum chemistry calculation of a cluster of 3 separate species, C21H26O4P in total, from OMol25.

XYZ file:
```
52
Properties=species:S:1:pos:R:3:lowdin_charge:R:1
C -0.132 -2.228 -3.710 0.102
C 0.189 -1.323 -2.991 -0.152
C 0.417 -0.232 -2.041 -0.196
C 1.326 -0.563 -0.856 -0.238
C 2.727 -1.082 -1.209 -0.309
P 2.877 -2.841 -1.615 1.109
C 4.341 -3.099 -2.658 -0.501
C 4.854 -4.555 -2.580 -0.080
C 4.140 -2.555 -4.084 -0.252
C 3.228 -3.386 -4.980 -0.086
H -0.205 -2.977 -4.470 0.044
H 0.755 0.655 -2.578 0.130
H -0.562 0.028 -1.630 0.126
H 1.478 0.376 -0.329 0.087
H 0.814 -1.209 -0.141 0.120
H 3.203 -0.507 -2.003 0.101
H 3.353 -0.957 -0.322 0.102
H 3.131 -3.537 -0.430 0.047
H 1.721 -3.381 -2.175 0.032
H 5.096 -2.466 -2.182 0.121
H 4.312 -5.157 -1.851 0.068
H 4.800 -5.064 -3.537 0.073
H 5.897 -4.543 -2.274 0.089
H 3.787 -1.522 -4.049 0.103
H 5.132 -2.524 -4.539 0.124
H 3.476 -4.444 -4.968 0.071
H 3.343 -3.051 -6.009 0.089
H 2.178 -3.271 -4.717 0.040
C -1.740 0.837 3.419 0.009
C -1.129 0.961 2.244 0.008
C -0.007 1.904 2.056 -0.376
O 0.551 2.020 0.980 0.072
C 0.419 2.713 3.224 0.022
C -0.186 2.591 4.403 0.026
C -1.313 1.639 4.593 -0.392
O -1.864 1.527 5.664 0.124
H -2.564 0.156 3.577 0.125
H -1.429 0.388 1.376 0.118
H 1.242 3.397 3.061 0.123
H 0.107 3.169 5.270 0.126
C -6.309 2.676 2.141 0.021
C -7.041 3.692 2.590 0.029
C -6.436 4.774 3.409 -0.381
O -7.098 5.698 3.820 0.124
C -4.983 4.677 3.704 0.033
C -4.254 3.660 3.253 0.025
C -4.860 2.579 2.437 -0.369
O -4.196 1.649 2.022 0.084
H -6.730 1.877 1.544 0.122
H -8.100 3.781 2.385 0.126
H -4.561 5.475 4.301 0.126
H -3.194 3.575 3.458 0.109
```

Electronic energy: -39666.793 eV
LUMO: -0.129 hartree
Charge: +1
Spin multiplicity: 1
M: 373.4 g/mol
Strongest force on any atom: 0.0164 Eh/bohr


(3)
The following is a quantum chemistry calculation of an isolated molecule of C2H6N2O in a non-equilibrium geometry, from OMol25.

XYZ file:
```
11
Properties=species:S:1:pos:R:3:lowdin_charge:R:1
H -2.927 -0.986 0.016 0.062
N -1.897 -0.883 0.056 0.032
N -1.601 0.313 0.097 -0.074
C -0.094 0.674 0.307 -0.188
C 0.753 -0.446 -0.202 -0.233
O 2.144 0.080 0.039 -0.113
H 0.028 1.612 -0.243 0.107
H 0.016 0.848 1.380 0.117
H 0.674 -1.338 0.419 0.108
H 0.577 -0.649 -1.263 0.114
H 2.326 0.775 -0.606 0.068
```

Electronic energy: -7196.801 eV
LUMO: 0.035 hartree
SMILES: [H]/N=N/CCO
Relative energy (zero: lowest compared OMol25 entry of this formula, charge and spin): 288.2 kJ/mol
Charge: 0
Spin multiplicity: 1
M: 74.1 g/mol
Strongest force on any atom: 0.0650 Eh/bohr


(4)
The following is a quantum chemistry calculation of an isolated molecule of C7H10O3 in a non-equilibrium geometry, from OMol25.

XYZ file:
```
20
Properties=species:S:1:pos:R:3:lowdin_charge:R:1
C -0.037 1.466 -1.238 -0.122
C 0.960 0.339 -1.228 -0.079
C 0.188 -1.126 -0.396 -0.498
O 1.287 -1.951 -0.145 0.024
O -0.681 -1.648 -1.343 0.027
C -0.479 -0.660 0.848 -0.180
C 0.156 -0.072 1.978 -0.007
C -0.836 0.191 2.868 -0.110
O -2.029 -0.188 2.379 0.020
C -1.808 -0.702 1.158 -0.058
H -0.227 1.828 -0.230 0.068
H 0.344 2.294 -1.831 0.070
H -0.976 1.133 -1.673 0.077
H 1.191 -0.047 -2.211 0.092
H 1.849 0.530 -0.643 0.089
H 1.019 -2.712 0.386 0.107
H -1.055 -2.482 -1.028 0.109
H 1.201 0.123 2.095 0.117
H -0.825 0.627 3.848 0.121
H -2.660 -1.047 0.607 0.132
```

Electronic energy: -13562.189 eV
LUMO: 0.024 hartree
SMILES: CCC(O)(O)c1ccoc1
Relative energy (zero: lowest compared OMol25 entry of this formula, charge and spin): 108.7 kJ/mol
Charge: 0
Spin multiplicity: 1
M: 142.2 g/mol
Strongest force on any atom: 0.0792 Eh/bohr


(5)
The following is a quantum chemistry calculation of a cluster of 2 separate species, C4H9N2O3S in total in a non-equilibrium geometry, from OMol25.

XYZ file:
```
19
Properties=species:S:1:pos:R:3:lowdin_charge:R:1
C -1.650 1.381 1.045 -0.635
C 0.830 -1.080 0.638 -0.052
C 0.049 -1.379 -0.650 -0.424
C 0.660 -0.617 -1.735 -0.552
N 0.107 2.601 0.169 -0.092
N -0.409 1.872 1.120 -0.147
O -2.429 1.401 0.020 -0.133
O -2.054 0.605 2.197 -0.046
O 0.214 -2.866 -0.922 -0.117
S 1.661 -1.144 -2.959 0.653
H 0.251 -1.334 1.481 0.054
H 1.916 -1.402 0.596 0.100
H 0.948 0.107 0.650 0.091
H -0.979 -1.203 -0.423 0.136
H 0.642 0.497 -1.526 0.064
H -0.265 2.572 -0.794 0.067
H 1.072 2.440 0.083 0.023
H 0.719 -2.864 -1.731 -0.041
H -1.284 0.411 2.742 0.053
```

Electronic energy: -24250.663 eV
LUMO: 0.083 hartree
Relative energy (zero: lowest compared OMol25 entry of this formula, charge and spin): 55.5 kJ/mol
Charge: -1
Spin multiplicity: 1
M: 165.2 g/mol
Strongest force on any atom: 0.1289 Eh/bohr


(6)
The following is a quantum chemistry calculation of a structure of composition C25H21F10MnN6S2, from OMol25.

XYZ file:
```
65
Properties=species:S:1:pos:R:3:lowdin_charge:R:1
Mn -0.993 -0.290 -0.239 0.919
C -3.634 0.286 -2.119 -0.109
N -2.772 0.970 -1.155 -0.260
C -2.107 2.128 -1.789 -0.188
C -0.668 1.786 -2.147 -0.236
N 0.009 1.409 -0.900 -0.077
C 1.013 2.180 -0.449 -0.211
C 1.263 2.251 0.949 -0.152
F 0.445 1.575 1.769 0.088
C 2.258 3.015 1.519 -0.160
F 2.388 3.054 2.850 0.111
C 3.091 3.795 0.732 -0.179
F 4.046 4.565 1.282 0.090
C 2.903 3.752 -0.635 -0.185
F 3.729 4.448 -1.436 0.092
C 1.926 2.956 -1.204 -0.161
F 1.946 2.884 -2.557 0.063
C -3.508 1.339 0.066 -0.191
C -3.625 0.196 1.063 -0.244
N -2.285 -0.261 1.392 -0.070
C -2.043 -0.889 2.551 -0.190
C -0.715 -1.310 2.833 -0.141
F 0.239 -1.098 1.888 0.034
C -0.307 -1.933 3.986 -0.161
F 0.979 -2.273 4.145 0.103
C -1.220 -2.212 4.988 -0.166
F -0.839 -2.809 6.135 0.082
C -2.533 -1.852 4.767 -0.162
F -3.452 -2.123 5.707 0.098
C -2.932 -1.223 3.603 -0.131
F -4.259 -0.964 3.515 0.061
H -3.050 0.010 -2.999 0.090
H -4.460 0.943 -2.435 0.086
H -4.019 -0.632 -1.688 -0.004
H -2.081 2.952 -1.075 0.114
H -2.675 2.467 -2.665 0.116
H -0.216 2.640 -2.649 0.108
H -0.645 0.959 -2.866 0.074
H -4.502 1.732 -0.194 0.121
H -2.946 2.137 0.553 0.114
H -4.225 -0.621 0.645 0.077
H -4.164 0.590 1.925 0.110
S -3.173 -2.888 -0.790 0.552
C -1.563 -3.345 -0.499 -0.826
C -1.226 -4.709 -0.266 -0.132
C 0.072 -5.092 -0.083 -0.094
C 1.089 -4.127 -0.130 -0.090
C 0.706 -2.829 -0.340 -0.201
N -0.567 -2.421 -0.499 -0.068
H -2.036 -5.423 -0.249 0.084
H 0.309 -6.136 0.092 0.098
H 2.132 -4.380 -0.007 0.092
H 1.452 -2.048 -0.401 0.060
S 1.622 -0.876 -3.206 0.623
C 2.952 -0.130 -2.562 -0.910
N 3.223 0.030 -1.254 0.028
C 4.470 0.731 -1.001 -0.123
C 4.813 1.268 -2.403 -0.138
N 3.978 0.435 -3.261 0.010
H 2.610 -0.318 -0.544 0.111
H 5.240 0.048 -0.633 0.115
H 4.332 1.535 -0.277 0.103
H 5.870 1.145 -2.634 0.110
H 4.554 2.324 -2.498 0.098
H 3.781 0.678 -4.216 0.121
```

Electronic energy: -115374.079 eV
LUMO (alpha / beta): 0.087 / 0.087 hartree
Charge: -1
Spin multiplicity: 6
M: 714.5 g/mol
Strongest force on any atom: 0.0132 Eh/bohr